No. 1
Here is a structure of composition C31H37N2NiO2PSi2 from OMol25. Energies are from ωB97M-V with the def2-TZVPD basis set.

XYZ file:
```
76
Properties=species:S:1:pos:R:3:forces:R:3:mulliken_charge:R:1
Ni 0.000000 0.000000 0.000000 2.4 -1.0 -0.3 -0.40
C 1.185813 -2.884501 -1.152842 0.6 0.5 -0.7 -0.56
Si 0.309003 -1.870964 -2.478829 -0.2 1.4 0.6 -0.06
C 1.537403 -1.543556 -3.862924 0.2 -0.2 -0.2 -1.32
C -1.101234 -2.908619 -3.161529 0.0 -0.3 -0.2 -0.73
N -0.263823 -0.397788 -1.766677 -0.2 -2.4 -3.3 0.81
C -0.942774 0.604769 -2.369691 0.6 0.4 -1.6 -0.60
C -1.326703 0.648899 -3.728139 0.5 0.3 0.2 0.35
C -2.027518 1.724408 -4.271424 0.0 0.1 0.0 -1.17
C -2.363804 2.791256 -3.460214 0.1 -0.2 0.1 -0.85
C -1.997526 2.775929 -2.112115 0.1 -0.1 -0.2 -0.85
C -1.289717 1.707146 -1.529424 -0.3 1.0 -0.3 1.27
N -0.887340 1.589581 -0.244499 -2.4 3.3 -0.1 0.81
Si -1.099961 2.681933 1.081576 1.9 -0.9 -0.3 -0.10
C -1.985226 1.730774 2.469471 -4.5 6.7 -2.4 -1.14
C 0.624442 3.081075 1.775725 0.0 0.7 -0.5 -1.25
C -1.996187 4.296611 0.852931 -0.5 0.5 -0.1 -1.42
H 1.559320 -3.822768 -1.573781 0.0 -0.2 0.0 0.38
H 0.500520 -3.123800 -0.334194 1.8 0.6 -2.0 -0.45
H 2.034862 -2.330028 -0.742048 0.0 0.1 -0.1 0.37
H 1.960594 -2.486034 -4.223960 0.1 -0.1 -0.1 0.31
H 2.360735 -0.917140 -3.506348 -0.1 0.0 0.0 0.28
H 1.067906 -1.040412 -4.712172 0.0 0.0 0.0 0.30
H -0.725326 -3.875559 -3.509996 0.0 -0.1 -0.1 0.42
H -1.595491 -2.418397 -4.004169 0.0 0.0 0.0 0.31
H -1.850922 -3.096097 -2.386791 0.3 0.0 -0.4 0.10
H -1.079030 -0.169933 -4.390018 0.1 -0.2 0.0 0.15
H -2.300428 1.714442 -5.317504 -0.1 0.0 -0.2 0.34
H -2.907279 3.637909 -3.856993 -0.1 0.1 -0.1 0.36
H -2.283554 3.631218 -1.523569 0.0 0.0 0.2 0.17
H -1.435843 0.818209 2.718416 -5.0 6.1 -3.2 1.07
H -2.996548 1.457170 2.154997 0.1 0.0 0.1 0.57
H -2.054872 2.351962 3.367253 0.1 -0.3 0.0 0.56
H 1.157349 2.159859 2.028975 -0.1 0.8 -0.4 0.32
H 0.535381 3.692092 2.678594 0.1 0.1 0.0 0.24
H 1.211118 3.634048 1.036401 -0.1 0.1 -0.2 0.32
H -3.032114 4.143961 0.535936 0.0 0.1 -0.1 0.32
H -1.491855 4.940905 0.126484 0.0 -0.1 0.0 0.31
H -2.028451 4.845628 1.800056 0.1 -0.1 0.1 0.33
O 0.055802 1.531812 3.670317 0.0 -2.5 0.4 -0.78
C -0.333924 0.661037 2.826488 9.5 -1.0 2.2 0.54
O 0.250083 0.395101 1.728473 0.6 -0.2 5.0 -0.42
C -1.582766 -0.134966 3.189490 -1.1 -8.0 4.0 0.08
C -2.014926 -0.117664 4.535450 -0.1 -0.6 1.1 -0.98
C -3.128810 -0.840941 4.960173 0.8 0.5 -0.6 -0.54
C -3.839516 -1.604252 4.045826 -0.4 -0.3 -0.3 -0.86
C -3.438151 -1.633588 2.709436 0.6 0.7 0.3 -0.83
C -2.320172 -0.898984 2.253833 -1.0 -1.9 0.1 -0.29
P -1.843800 -0.953227 0.494424 -1.1 -1.2 0.5 3.31
C -1.790626 -2.749007 0.186299 -0.8 -0.6 0.4 0.47
C -0.643861 -3.440664 0.615752 -1.7 -0.6 1.4 -0.84
C -0.507654 -4.816117 0.411833 -0.8 -0.2 0.5 -0.46
C -1.517501 -5.526609 -0.229916 0.1 0.2 0.1 -0.62
C -2.663697 -4.861984 -0.659356 0.0 0.4 0.2 -0.19
C -2.800300 -3.485325 -0.448918 0.1 -0.6 0.3 -0.63
C -3.252012 -0.315573 -0.457929 -0.8 -0.1 -0.1 0.76
C -3.228387 -0.435301 -1.860674 -0.4 -0.4 -0.1 0.52
C -4.257871 0.077756 -2.655219 -0.1 -0.1 0.4 -0.87
C -5.327721 0.739304 -2.061846 0.1 -0.1 0.1 -0.68
C -5.357643 0.898264 -0.679112 0.4 -0.1 0.0 -0.90
C -4.323079 0.385834 0.112262 -0.1 0.0 -0.1 -0.47
H -1.453247 0.473612 5.258937 0.0 -0.1 -0.4 0.44
H -3.427394 -0.806753 6.002866 0.1 0.0 0.0 0.38
H -4.703875 -2.177192 4.365339 0.0 0.0 0.0 0.37
H -4.015296 -2.236430 2.012751 0.2 0.1 -0.1 0.35
H 0.157622 -2.896792 1.118997 -0.6 -0.1 0.5 0.49
H 0.389457 -5.321921 0.756889 0.0 0.1 -0.1 0.40
H -1.411706 -6.594951 -0.391839 0.0 0.1 0.0 0.34
H -3.456680 -5.411327 -1.158239 0.1 0.0 0.0 0.36
H -3.713184 -3.001596 -0.783992 0.1 0.1 0.0 0.25
H -2.386054 -0.924000 -2.348608 -0.8 -0.2 0.5 -0.66
H -4.208419 -0.027201 -3.734913 0.1 0.0 0.2 0.37
H -6.123407 1.150797 -2.675432 0.0 0.0 0.0 0.32
H -6.173137 1.440179 -0.208596 0.1 0.0 0.0 0.37
H -4.357185 0.569998 1.183625 -0.1 -0.3 -0.2 0.03
H 1.312187 0.678843 -0.348802 1.6 0.2 -0.2 -1.01
```
Forces are in eV/Å.

For the energy, the calculation gives -105902.1835 eV. Its expectation value of S² is 2.018. The charge is -2. Its spin multiplicity is 3.



No. 2
Here is the molecule C6H10N2OS from OMol25. Energies are from ωB97M-V with the def2-TZVPD basis set.

XYZ file:
```
20
Properties=species:S:1:pos:R:3:forces:R:3:mulliken_charge:R:1
C 1.399456 -0.067167 2.153383 -0.4 0.4 -0.1 -1.03
C 0.609963 0.303902 1.148880 0.5 -0.3 0.8 0.26
N 0.348660 -0.490827 0.065635 -0.1 -0.3 -0.6 -0.46
C -0.765350 -0.609064 -0.535080 0.4 -0.1 0.1 0.83
C -2.081186 0.015627 -0.197549 0.0 0.1 0.1 -1.41
S -0.855182 -1.654326 -1.936458 0.0 -0.2 -0.2 -0.10
C 0.854933 -2.224971 -2.129783 -0.4 0.1 0.0 -0.68
N 0.053547 1.659924 1.162031 0.3 0.0 -0.4 0.59
C 0.395080 2.458982 0.209997 0.1 0.3 -0.3 -0.55
O -0.723803 1.933400 2.104360 -0.5 0.2 0.6 -0.61
H 1.588592 0.603316 2.971544 0.0 0.2 0.1 0.31
H 1.816074 -1.055684 2.194940 0.1 -0.2 -0.2 0.31
H -2.890450 -0.632357 -0.517539 -0.1 -0.1 0.0 0.46
H -2.163831 0.213307 0.869847 0.0 0.0 0.0 0.38
H -2.178374 0.962201 -0.730229 0.0 0.1 0.0 0.28
H 0.839526 -3.304821 -2.236415 0.0 -0.1 0.0 0.32
H 1.390507 -1.925456 -1.234449 0.1 0.0 0.0 0.24
H 1.282690 -1.766454 -3.015264 0.1 0.0 0.0 0.26
H -0.004543 3.457180 0.193888 -0.1 0.1 0.1 0.31
H 1.083691 2.123287 -0.541738 0.1 -0.2 0.0 0.29
```
Forces are in eV/Å.

Its structure (SMILES) is C=C(/N=C(\C)SC)[N+](=C)[O-]. As for the energy relative to the best compared isomer or geometry (same formula, charge and spin): 92.7 kcal/mol.



No. 3
Here is the ion CClN4 with charge -1 from OMol25. Energies are from ωB97M-V with the def2-TZVPD basis set.

XYZ file:
```
6
Properties=species:S:1:pos:R:3:forces:R:3:mulliken_charge:R:1
C 0.679082 0.021321 -0.086610 -5.6 -0.3 -2.2 0.40
N 0.113226 0.467378 0.999581 -0.1 -0.6 -0.4 -0.28
N -0.385904 -0.347177 -1.093435 4.1 0.3 2.0 -0.27
N -1.205197 0.345358 0.772255 -1.0 0.8 1.2 -0.35
N -1.452609 -0.120136 -0.415831 -0.5 0.4 0.0 -0.26
Cl 2.251402 -0.366745 -0.175959 3.0 -0.5 -0.6 -0.24
```
Forces are in eV/Å.

As for the energy relative to the best compared isomer or geometry (same formula, charge and spin): 17.7 kcal/mol. The charge is -1.



No. 4
Here is a structure of composition C34H51CaO26 from OMol25. Energies are from ωB97M-V with the def2-TZVPD basis set.

XYZ file:
```
112
Properties=species:S:1:pos:R:3:forces:R:3:mulliken_charge:R:1
Ca -1.944594 1.297817 -2.465010 0.8 -1.3 1.4 1.69
C 1.363906 0.099707 0.027740 -0.8 0.6 -0.1 1.21
C 0.055066 0.320957 -0.760980 1.8 -0.4 0.4 1.27
O -0.228074 -0.373033 -1.746920 -0.4 -0.5 -1.2 -0.71
O -0.630274 1.318687 -0.438690 -1.1 1.3 0.2 -0.55
H 2.006126 -0.728713 -0.271200 -0.3 0.1 0.0 0.50
H 1.130716 0.090417 1.092470 0.0 -0.3 0.0 -1.35
H 1.891176 1.047927 -0.076960 0.3 0.0 -0.1 -0.78
C -5.631844 -4.254963 -0.710900 -0.2 -0.5 -0.3 -1.40
C -4.373304 -4.007533 -1.465750 -0.4 0.0 -1.0 0.48
C -4.447854 -4.022783 -3.007470 0.5 -1.5 -0.2 -0.41
O -3.759414 -2.848733 -3.428700 0.1 1.8 0.6 -0.33
C -3.549934 -2.066543 -2.362230 0.4 0.3 0.8 0.12
O -3.018284 -0.960473 -2.336330 -0.8 -0.9 -0.9 -0.13
O -3.966164 -2.655823 -1.228160 0.9 0.8 -0.5 -0.06
H -5.772444 -5.332843 -0.791560 -0.4 -0.1 0.5 0.44
H -6.504734 -3.766543 -1.144040 0.1 0.2 0.1 0.37
H -5.454984 -3.941793 0.318050 -0.3 -0.3 0.0 0.21
H -3.649574 -4.744743 -1.118160 0.5 0.5 0.1 0.27
H -5.450674 -4.091653 -3.429040 0.0 0.5 0.1 0.28
H -3.843584 -4.812053 -3.454690 -0.3 -0.4 0.2 0.26
C 1.167226 -2.707973 -4.854440 -0.9 0.3 0.2 -1.62
C -0.386304 -2.644793 -4.950210 2.4 1.1 0.5 1.36
C -0.964524 -2.529543 -6.355400 2.1 0.2 0.7 -0.26
O -1.829784 -3.608363 -6.439850 -1.4 -2.4 0.2 -0.34
C -1.591644 -4.517773 -5.408980 -2.3 -2.0 0.8 0.69
O -2.093264 -5.658273 -5.221850 2.0 4.9 -1.4 -0.60
O -0.842134 -3.876493 -4.499100 -0.7 -1.7 0.7 -0.33
H 1.514686 -3.601543 -5.372990 0.3 0.3 -0.2 0.44
H 1.450346 -2.775113 -3.803990 -0.1 -0.2 0.1 0.33
H 1.610386 -1.766253 -5.178270 0.1 -0.2 -0.5 0.38
H -0.626614 -1.835693 -4.260490 -0.8 -0.1 0.1 -0.61
H -0.116054 -2.754223 -7.001710 -0.2 0.5 -0.6 0.28
H -1.381544 -1.535573 -6.517310 -0.5 -0.4 -0.4 0.33
C 3.691056 3.437987 -1.468290 0.5 -0.1 -0.1 -1.16
C 3.260026 3.112127 -2.903880 -0.8 0.0 1.0 0.32
C 3.310316 1.651477 -3.282450 2.9 -0.5 0.4 -0.11
O 2.085946 1.346537 -3.877640 0.6 -2.3 -1.8 -0.24
C 1.223616 2.204097 -3.544910 -2.0 2.0 2.0 0.63
O 0.006196 2.085517 -3.726340 1.1 0.6 0.4 -0.83
O 1.840706 3.190257 -2.832680 -3.5 0.5 -0.7 -0.28
H 3.327236 2.687687 -0.766290 -0.1 -0.2 -0.2 0.12
H 3.249726 4.375317 -1.129570 0.2 0.2 -0.3 0.35
H 4.772286 3.472607 -1.334770 0.0 0.1 -0.2 0.36
H 3.541706 3.843547 -3.661360 0.5 -0.2 0.0 0.34
H 3.417686 1.091897 -2.353230 -0.1 -0.4 -0.1 0.09
H 4.114206 1.368827 -3.962140 -0.1 0.0 0.0 0.33
C 0.419226 -2.577003 5.001380 0.7 1.2 0.1 -1.33
C 1.683586 -2.599373 4.129820 -1.9 -2.4 0.9 0.55
C 1.856916 -1.547983 3.124290 -0.4 1.9 -0.8 0.84
O 2.977496 -0.777763 3.568140 0.5 -0.7 -0.6 -0.35
C 3.604806 -1.464123 4.543280 0.4 1.0 2.6 0.54
O 4.570876 -1.073733 5.157200 -1.2 -0.9 -1.5 -0.56
O 2.820646 -2.512663 4.962950 1.0 0.2 -0.7 -0.38
H -0.501104 -2.867163 4.494520 0.2 -0.1 -0.1 0.28
H 0.331766 -1.536193 5.313080 -0.4 0.1 0.3 0.32
H 0.586586 -3.171213 5.899710 -0.1 -0.1 -0.2 0.39
H 1.588846 -3.539903 3.587130 0.9 -0.5 0.2 0.31
H 1.031876 -0.835663 3.120660 -0.2 -0.1 -0.1 -0.77
H 1.965746 -1.971623 2.125900 0.5 0.3 -0.1 0.17
C 8.680436 -0.663263 -1.617080 0.2 0.6 0.6 -1.40
C 7.866876 0.065467 -0.534100 1.3 -2.1 0.3 0.34
C 7.013666 1.135017 -0.992760 0.7 2.9 -1.3 -0.51
O 5.787856 0.998037 -0.327480 -0.7 1.8 -0.3 -0.14
C 5.689676 -0.232003 0.094600 -1.9 -3.5 0.6 0.59
O 4.639036 -0.786113 0.428940 2.9 1.5 -0.6 -0.55
O 6.909476 -0.829843 -0.034790 -1.9 -1.7 1.1 -0.34
H 9.100516 -1.594483 -1.237000 -0.1 0.1 0.1 0.36
H 9.516496 -0.032713 -1.919570 0.0 0.0 -0.1 0.38
H 8.058726 -0.871313 -2.487890 -0.1 0.0 0.1 0.34
H 8.436336 0.407797 0.329980 0.5 -0.2 -0.1 0.31
H 6.901016 1.111867 -2.076680 -0.4 0.1 -0.1 0.28
H 7.519676 2.052057 -0.690950 -0.6 0.5 -0.3 0.37
C -4.646314 2.742457 3.619790 0.9 -0.2 1.1 -1.36
C -4.969214 2.947887 2.182820 -0.5 0.5 0.5 0.61
C -4.217514 4.114587 1.528370 -0.7 0.0 0.4 -0.44
O -3.706024 3.497197 0.375510 1.1 1.0 -2.1 -0.37
C -3.962194 2.226367 0.285540 0.4 -1.2 0.2 0.40
O -3.617574 1.504057 -0.641340 -0.4 0.8 0.5 -0.55
O -4.576054 1.805567 1.389730 -0.3 -0.3 -0.5 -0.18
H -5.157154 3.465187 4.256030 -0.1 0.1 -0.2 0.41
H -3.576424 2.879237 3.777060 0.2 0.1 0.0 0.20
H -4.840034 1.757787 4.045240 -0.5 -0.1 -0.4 0.37
H -6.038054 3.133757 2.077240 -0.1 -0.5 -0.3 0.25
H -3.400184 4.538847 2.111530 0.0 -0.1 0.0 0.17
H -4.906664 4.891747 1.197920 0.2 0.1 0.2 0.34
C -1.868574 -0.136063 2.964630 -0.9 -1.0 -0.4 -1.10
C -3.304244 -0.753863 2.853310 2.1 -0.1 1.1 1.18
C -3.513304 -1.552283 1.597710 0.0 0.3 0.0 -0.04
O -3.859194 -2.858533 2.095770 -0.9 -0.3 -3.8 -0.34
C -3.978534 -2.920883 3.370530 1.4 0.0 3.8 0.56
O -4.294374 -3.861133 4.055660 0.0 1.3 -1.2 -0.58
O -3.428924 -1.752833 3.898460 -1.0 0.2 0.0 -0.45
H -1.694284 0.247407 3.969950 0.0 0.4 -0.3 0.57
H -1.646424 0.520477 2.123380 -0.4 0.7 0.3 0.07
H -1.128434 -0.915543 2.783770 -0.2 -0.5 0.3 0.15
H -4.090784 -0.003443 2.932910 0.2 -0.1 0.4 -0.30
H -2.644764 -1.637743 0.944690 -0.1 -0.1 0.1 -0.07
H -4.310544 -1.017783 1.081180 -0.3 -0.9 -0.5 0.21
C 0.390126 2.719267 3.081620 0.6 0.0 0.5 -1.05
C 0.532756 3.949037 2.205750 0.3 -1.1 -0.9 0.61
C -0.449254 4.142157 1.109980 -1.1 -1.1 -1.3 1.30
O -0.951184 5.454027 1.263330 -0.7 0.7 -1.4 -0.42
C -0.373564 6.042117 2.300220 -1.0 2.0 2.1 0.59
O -0.596564 7.157647 2.748330 0.6 -2.5 -1.5 -0.58
O 0.361206 5.114807 2.906530 1.4 1.6 2.9 -0.43
H -0.552324 2.575927 3.610150 -0.3 0.6 -0.2 0.22
H 1.156136 2.828617 3.849330 0.1 -0.3 0.1 0.47
H 0.547996 1.776337 2.558130 0.3 0.2 -0.3 0.01
H 1.490216 3.993657 1.686720 0.6 -0.4 0.7 0.14
H -1.276694 3.437147 1.190110 0.0 0.0 -0.3 -0.90
H 0.067126 4.037167 0.155820 -0.5 0.0 -0.2 -0.04
```
Forces are in eV/Å.

As for the energy relative to the best compared isomer or geometry (same formula, charge and spin): 20.7 kcal/mol. The charge is +1.



In eV/A, the max |F| values for the records above are, in order, 9.8, 1.0, 6.1, 5.5.